one) # C8H13N2S

A cluster of 2 separate species, C8H13N2S in total (ωB97M-V with the def2-TZVPD basis set, the OMol25 dataset).

E_LUMO: -4.91 eV
Frontier orbital gap: 5.57 eV
Net charge: +1

Geometry (Å):
C  -0.31  -0.71  1.17
C  0.96  -0.80  1.53
S  2.26  -0.99  0.37
C  3.08  -2.58  0.74
C  2.85  -2.95  2.20
N  3.43  -2.23  3.03
H  -1.03  -1.30  1.72
H  -0.65  -0.03  0.41
H  1.21  -0.76  2.58
H  3.24  -0.09  0.63
H  4.14  -2.40  0.64
H  2.73  -3.34  0.05
H  2.22  -3.79  2.47
H  3.22  -2.56  3.98
N  -1.70  2.01  -1.96
C  -2.88  1.31  -1.94
C  -3.89  2.18  -2.21
C  -3.31  3.46  -2.41
C  -1.96  3.33  -2.25
H  -0.79  1.63  -1.79
H  -2.89  0.25  -1.74
H  -4.94  1.93  -2.26
H  -3.83  4.38  -2.64
H  -1.16  4.05  -2.32

These are the Löwdin partial charges, in e, on atoms 1 to 2: number 1, C, carries 0.05; number 2, C, carries -0.41

two) # C8H13N2S

A structure of composition C8H13N2S (ωB97M-V with the def2-TZVPD basis set, the OMol25 dataset).

E_LUMO: -4.21 eV
Frontier orbital gap: 8.59 eV
Net charge: +1

Geometry (Å):
C  3.72  0.38  -0.21
C  3.08  1.64  -0.51
C  2.94  -0.50  0.47
C  1.85  1.75  -0.01
C  -1.94  0.91  -0.06
C  -3.23  1.25  0.81
C  0.07  -2.21  -0.37
C  -0.30  -0.68  -0.26
N  -1.29  1.61  -0.97
N  -1.44  -0.38  0.18
S  1.45  0.25  0.97
H  4.70  0.24  -0.54
H  3.54  2.44  -0.99
H  3.30  -1.34  1.00
H  -3.32  0.78  1.81
H  -4.10  0.93  0.22
H  -3.41  2.35  0.89
H  -0.69  -2.58  -1.02
H  -0.12  -2.81  0.49
H  1.01  -2.47  -0.85
H  0.29  -0.08  -1.06
H  -1.80  2.43  -1.32
H  0.88  2.38  -0.18
H  -1.96  -1.10  0.65

These are the Löwdin partial charges, in e, on atoms 1 to 2: number 1, C, carries -0.12; number 2, C, carries -0.15

Energies, relative to the best one, in kJ/mol: one) 151.6; two) 0.0.

one) # C3H33NO13

A cluster of 14 separate species, C3H33NO13 in total (ωB97M-V with the def2-TZVPD basis set, the OMol25 dataset).

E_LUMO: 0.10 eV
Frontier orbital gap: 9.05 eV

Geometry (Å):
C  -0.75  2.22  -0.81
C  -1.32  0.94  -0.31
C  -2.53  0.49  -0.65
N  -3.00  -0.78  -0.32
H  -1.40  2.80  -1.47
H  -0.45  2.89  0.00
H  0.18  2.05  -1.36
H  -0.69  0.34  0.34
H  -3.18  1.05  -1.31
H  -4.00  -0.92  -0.31
H  -2.58  -1.28  0.45
H  0.60  3.30  -3.56
H  0.35  1.80  -3.82
O  0.97  2.54  -4.02
H  -1.20  3.16  2.87
H  -1.28  1.63  3.27
O  -0.69  2.42  3.24
H  -0.77  -3.29  -0.28
H  0.59  -3.02  0.45
O  -0.31  -3.39  0.60
H  -1.37  -2.52  3.21
H  -0.86  -2.47  1.72
O  -1.13  -1.88  2.52
H  2.85  -2.59  0.34
H  1.94  -1.68  1.21
O  2.06  -2.06  0.28
H  -0.56  -2.39  -2.26
H  -1.99  -2.15  -1.74
O  -1.31  -2.83  -1.84
H  2.05  -0.64  -2.52
H  1.51  -1.53  -1.38
O  1.33  -1.31  -2.32
H  2.61  1.32  0.92
H  2.92  -0.01  0.26
O  3.08  0.93  0.16
H  2.33  1.94  3.15
H  0.85  1.95  2.74
O  1.73  1.59  2.48
H  -1.92  -0.41  2.96
H  -3.08  0.43  2.36
O  -2.49  0.36  3.14
H  3.20  0.97  -1.63
H  2.65  1.39  -3.05
O  3.15  0.69  -2.57
H  -1.28  0.44  -2.67
H  0.06  -0.20  -2.99
O  -0.63  0.41  -3.38
H  0.59  -1.42  2.61
H  1.59  -0.16  2.66
O  1.53  -1.14  2.65

These are the Löwdin partial charges, in e, on atoms 1 to 2: number 1, C, carries -0.11; number 2, C, carries -0.18

two) # C3H33NO13

A cluster of 14 separate species, C3H33NO13 in total (ωB97M-V with the def2-TZVPD basis set, the OMol25 dataset).

E_LUMO: 0.16 eV
Frontier orbital gap: 9.66 eV

Geometry (Å):
N  1.04  -1.50  0.32
C  2.45  -1.08  0.35
C  2.08  -0.35  2.66
C  2.95  -0.74  1.74
H  0.43  -0.91  -0.22
H  0.67  -1.54  1.26
H  2.60  -0.21  -0.32
H  3.01  -1.84  -0.22
H  2.28  -0.23  3.70
H  0.99  -0.13  2.49
H  4.00  -0.72  2.04
H  1.08  -3.55  -1.01
H  2.23  -3.66  -2.01
O  1.27  -3.52  -1.96
H  1.00  -2.06  -4.52
H  1.25  -2.11  -2.94
O  1.50  -1.67  -3.80
H  3.41  2.17  -2.22
H  2.13  2.28  -1.40
O  3.10  2.26  -1.31
H  -0.43  -3.04  1.15
H  -0.01  -3.47  2.56
O  -0.47  -3.78  1.77
H  -0.22  0.93  -2.13
H  -0.31  -0.55  -2.53
O  -0.58  0.06  -1.84
H  -2.87  -0.39  -0.54
H  -2.01  -0.20  0.69
O  -2.70  0.24  0.19
H  -2.99  1.77  2.27
H  -1.68  1.98  2.77
O  -2.44  2.53  2.50
H  -0.07  1.59  4.30
H  0.41  1.74  2.85
O  -0.32  1.42  3.39
H  0.00  2.23  -0.93
H  -0.16  3.25  -1.94
O  0.41  2.48  -1.78
H  1.97  2.04  1.02
H  1.60  3.44  1.13
O  1.54  2.63  1.66
H  -2.18  1.88  -0.28
H  -2.10  2.98  0.75
O  -1.73  2.73  -0.12
H  -3.68  0.18  -3.33
H  -2.55  0.25  -2.27
O  -3.27  -0.32  -2.61
H  -4.33  -1.73  -1.22
H  -4.22  -1.59  0.32
O  -4.07  -2.20  -0.42

These are the Löwdin partial charges, in e, on atoms 1 to 2: number 1, N, carries 0.00; number 2, C, carries -0.24

Energies, relative to the best one, in kJ/mol: one) 0.0; two) 285.6.

one) # BrH4N2OP

A cluster of 2 separate species, BrH4N2OP in total (ωB97M-V with the def2-TZVPD basis set, the OMol25 dataset).

E_LUMO: -0.19 eV
Frontier orbital gap: 10.00 eV
Structure (SMILES): [H]/N=P(\Br)=N/[H].O

Geometry (Å):
N  1.14  -0.79  -0.02
N  3.36  -2.25  -1.13
O  -0.27  2.04  0.86
P  2.60  -1.08  -0.47
Br  3.97  0.49  0.17
H  1.08  0.09  0.31
H  0.68  2.15  0.79
H  2.91  -3.03  -1.64
H  -0.62  2.47  1.67

These are the Löwdin partial charges, in e, on atoms 1 to 2: number 1, N, carries -0.21; number 2, N, carries -0.26

two) # BrH4N2OP

A cluster of 2 separate species, BrH4N2OP in total (ωB97M-V with the def2-TZVPD basis set, the OMol25 dataset).

E_LUMO: -0.61 eV
Frontier orbital gap: 9.66 eV

Geometry (Å):
N  1.55  1.55  -0.73
N  -1.04  1.24  1.39
O  3.47  1.27  1.06
P  2.61  0.75  0.04
Br  3.22  -1.32  -0.43
H  1.17  1.05  -1.57
H  -0.74  2.05  0.85
H  -1.11  1.46  2.43
H  -2.08  1.19  1.12

These are the Löwdin partial charges, in e, on atoms 1 to 2: number 1, N, carries -0.20; number 2, N, carries -0.04

Energies, relative to the best one, in kJ/mol: one) 94.7; two) 0.0.

one) # H4OSSi

A cluster of 2 separate species, H4OSSi in total (ωB97M-V with the def2-TZVPD basis set, the OMol25 dataset).

E_LUMO: -2.14 eV
Frontier orbital gap: 7.58 eV

Geometry (Å):
O  0.73  -0.17  -1.05
Si  0.13  -0.62  0.39
S  -1.76  0.30  0.77
H  0.53  0.14  -1.87
H  0.14  -2.18  0.54
H  0.86  -0.01  1.58
H  -0.80  2.30  1.24

These are the Löwdin partial charges, in e, on atoms 1 to 2: number 1, O, carries -0.24; number 2, Si, carries 0.04

two) # H4OSSi

The molecule H4OSSi (ωB97M-V with the def2-TZVPD basis set, the OMol25 dataset).

E_LUMO: -0.25 eV
Frontier orbital gap: 8.01 eV

Geometry (Å):
O  0.84  -0.40  0.73
Si  -0.64  0.30  -0.69
S  0.08  1.97  -1.51
H  0.74  -1.29  1.01
H  -0.80  -0.78  -1.57
H  -1.42  0.15  0.49
H  1.20  0.04  1.55

These are the Löwdin partial charges, in e, on atoms 1 to 2: number 1, O, carries -0.12; number 2, Si, carries 0.11

Energies, relative to the best one, in kJ/mol: one) 162.6; two) 0.0.

one) # C4H9ClN

A cluster of 2 separate species, C4H9ClN in total (ωB97M-V with the def2-TZVPD basis set, the OMol25 dataset).

E_LUMO: -4.18 eV
Frontier orbital gap: 10.50 eV
Net charge: +1

Geometry (Å):
C  -0.78  -0.09  1.41
C  0.52  0.06  1.53
C  -0.55  0.09  -1.05
C  -0.03  -2.10  0.11
N  -0.26  -0.60  0.24
Cl  1.08  3.79  -0.67
H  1.77  4.88  -1.29
H  -1.70  -0.28  1.82
H  1.43  0.55  1.94
H  0.11  -0.09  -1.88
H  -1.60  0.07  -1.33
H  -0.28  1.12  -0.82
H  0.82  -2.19  -0.63
H  0.24  -2.61  1.01
H  -0.78  -2.60  -0.40

These are the Löwdin partial charges, in e, on atoms 1 to 2: number 1, C, carries 0.00; number 2, C, carries 0.26

two) # C4H9ClN

A cluster of 2 separate species, C4H9ClN in total (ωB97M-V with the def2-TZVPD basis set, the OMol25 dataset).

E_LUMO (spin up / spin down): -5.82 / -4.71 eV
Frontier orbital gap (spin up / spin down): 8.92 / 9.39 eV
Net charge: +1

Geometry (Å):
C  -0.88  -1.19  -0.07
C  -1.37  0.16  -0.36
C  1.09  0.20  -0.78
C  0.33  0.50  1.47
N  -0.03  -0.01  0.09
Cl  -2.51  1.10  0.29
H  -1.06  -1.76  0.96
H  -0.65  -1.97  -0.86
H  -0.30  0.17  -2.91
H  0.88  -0.24  -1.77
H  1.12  1.18  -1.07
H  2.06  -0.20  -0.28
H  1.42  0.66  1.44
H  -0.13  1.57  1.64
H  0.05  -0.19  2.21

These are the Löwdin partial charges, in e, on atoms 1 to 2: number 1, C, carries -0.04; number 2, C, carries -0.67

Energies, relative to the best one, in kJ/mol: one) 0.0; two) 261.7.

one) # C2H2N4O2

A cluster of 2 separate species, C2H2N4O2 in total (ωB97M-V with the def2-TZVPD basis set, the OMol25 dataset).

E_LUMO (spin up / spin down): -0.65 / -0.65 eV
Frontier orbital gap (spin up / spin down): 8.00 / 8.00 eV

Geometry (Å):
C  -1.24  1.78  -0.40
C  -1.67  -1.17  1.60
N  0.13  0.07  -1.38
N  -0.05  1.34  -0.60
N  0.88  0.51  -0.17
N  -0.99  -0.98  2.53
O  -1.99  2.65  -0.73
O  -2.33  -1.26  0.65
H  -0.64  -0.61  -1.20
H  -0.30  -1.39  3.13

These are the Löwdin partial charges, in e, on atoms 1 to 2: number 1, C, carries -0.16; number 2, C, carries -0.45

two) # C2H2N4O2

The molecule C2H2N4O2 (ωB97M-V with the def2-TZVPD basis set, the OMol25 dataset).

E_LUMO: -0.68 eV
Frontier orbital gap: 9.59 eV
Structure (SMILES): O=c1ncn(O)nn1

Geometry (Å):
C  0.16  1.02  -0.18
C  -1.74  -0.16  -0.09
H  2.45  -0.51  0.92
H  0.91  1.87  -0.22
N  0.80  -0.18  0.13
N  -1.10  1.01  -0.45
N  -1.05  -1.38  -0.37
N  0.23  -1.41  -0.27
O  2.18  -0.12  0.10
O  -2.84  -0.14  0.44

These are the Löwdin partial charges, in e, on atoms 1 to 2: number 1, C, carries -0.09; number 2, C, carries -0.54

Energies, relative to the best one, in kJ/mol: one) 280.7; two) 0.0.